A structure of composition C2H4O2S, computed with wB97M-V/def2-TZVPD.

Its relative energy (zero: lowest compared OMol25 entry of this formula, charge and spin) is 706.08 kJ/mol. For the orbital gap, the calculation gives 9.68 eV. As for the LUMO energy: 0.000 hartree.

Each line ends with the Mulliken charge.
CARTESIAN COORDINATES (ANGSTROEM)
S1 -2.36 0.51 -1.61  -0.30
O1 0.86 -0.44 0.17  -0.23
O2 1.75 -1.66 0.28  -0.30
C1 0.54 0.80 2.30  -0.22
C2 0.69 0.13 1.32  0.08
H1 1.85 -2.04 -0.57  0.30
H2 -2.92 0.39 -2.76  0.14
H3 -0.75 0.72 -2.13  0.16
H4 0.34 1.58 3.00  0.39



A structure of composition C2HCl3NO2, computed with wB97M-V/def2-TZVPD.

As for the total charge: -1. Its relative energy (zero: lowest compared OMol25 entry of this formula, charge and spin) is 135.56 kJ/mol. For the orbital gap, the calculation gives 7.76 eV. As for the LUMO energy: 0.113 hartree.

Each line ends with the Mulliken charge.
CARTESIAN COORDINATES (ANGSTROEM)
Cl1 -1.00 -1.80 0.28  -0.16
Cl2 1.81 -1.98 0.75  -0.16
Cl3 0.98 -1.23 -1.76  -0.15
O1 -1.35 1.03 -1.22  -0.66
O2 -0.97 2.28 0.60  -0.74
N1 0.46 0.61 0.30  -0.41
C1 0.58 -1.14 -0.06  0.42
C2 -0.80 1.31 -0.17  0.62
H1 0.29 0.91 1.26  0.24



A structure of composition C28H23Cl5N5O2S2Tc, computed with wB97M-V/def2-TZVPD.

As for the total charge: +1. Its spin multiplicity is 4. Its relative energy (zero: lowest compared OMol25 entry of this formula, charge and spin) is 0.00 kJ/mol. For the orbital gap (alpha / beta), the calculation gives 6.75 / 5.77 eV. As for the LUMO energy (alpha / beta): -0.136 / -0.165 hartree.

Each line ends with the Mulliken charge.
CARTESIAN COORDINATES (ANGSTROEM)
Tc1 -19.39 3.06 1.47  0.40
Cl1 -24.18 -0.43 4.01  -0.17
Cl2 -18.07 0.09 4.66  -0.19
Cl3 -22.43 1.44 2.19  -0.14
Cl4 -19.63 -2.38 6.05  -0.19
Cl5 -22.67 -2.75 5.49  -0.16
S1 -20.20 4.26 3.33  -0.43
S2 -16.25 3.62 2.92  0.32
O1 -17.32 2.68 2.39  -0.03
O2 -19.66 1.32 2.54  0.52
N1 -20.32 4.79 0.69  1.16
N2 -17.99 3.87 0.18  0.07
N3 -21.46 5.26 1.14  -1.64
N4 -22.82 4.94 2.95  -0.31
N5 -18.51 1.68 0.10  0.91
C1 -22.62 -1.00 0.09  -0.29
C2 -21.17 0.62 -0.85  -0.49
C3 -16.34 -0.20 0.05  -0.02
C4 -20.26 -1.42 0.18  -0.31
C5 -16.67 5.29 2.45  -0.49
C6 -18.74 0.48 -0.38  -0.07
C7 -21.57 -1.84 0.45  -0.74
C8 -17.26 3.71 -2.58  -0.37
C9 -20.09 -0.13 -0.33  -0.02
C10 -21.63 4.79 2.40  0.53
C11 -15.31 -1.16 0.03  -0.70
C12 -19.72 5.43 -0.30  -0.79
C13 -18.00 4.85 -2.05  -0.96
C14 -16.61 -2.53 -1.37  -0.67
C15 -22.43 0.15 -0.70  -0.96
C16 -15.46 -2.39 -0.63  -0.51
C17 -17.20 2.55 -1.91  -1.00
C18 -17.46 2.56 -0.38  -0.20
C19 -17.57 -0.39 -0.61  0.96
C20 -21.81 -1.42 4.89  -0.07
C21 -18.57 4.71 -0.78  0.86
C22 -20.34 0.56 3.41  -1.82
C23 -16.59 3.72 4.73  -0.82
C24 -20.41 -1.21 5.08  0.55
C25 -22.46 -0.46 4.13  0.03
C26 -21.69 0.43 3.31  1.03
C27 -19.68 -0.21 4.40  0.26
C28 -17.59 -1.54 -1.43  -0.34
H1 -16.79 1.62 -2.39  0.33
H2 -17.53 4.26 4.81  0.23
H3 -18.43 -1.72 -2.09  0.48
H4 -23.04 4.55 3.88  0.26
H5 -16.58 2.70 5.15  0.26
H6 -23.61 5.19 2.33  0.29
H7 -16.90 3.74 -3.62  0.41
H8 -18.03 5.73 -2.68  0.49
H9 -15.74 4.25 5.18  0.43
H10 -14.71 -3.25 -0.56  0.35
H11 -17.03 5.18 1.42  -0.13
H12 -20.16 6.20 -0.90  0.44
H13 -21.05 1.52 -1.43  0.54
H14 -21.82 -2.75 1.05  0.36
H15 -23.61 -1.32 0.36  0.45
H16 -17.47 5.67 3.06  0.28
H17 -15.75 5.86 2.42  0.49
H18 -14.35 -0.96 0.45  0.44
H19 -16.77 -3.40 -1.99  0.43
H20 -16.18 0.67 0.69  0.19
H21 -19.41 -1.96 0.56  0.52
H22 -23.29 0.74 -1.06  0.35
H23 -16.57 2.30 0.24  0.38



A structure of composition C4H3KNaO2, computed with wB97M-V/def2-TZVPD.

As for the total charge: +2. Its spin multiplicity is 2. For the orbital gap (alpha / beta), the calculation gives 9.10 / 6.93 eV. As for the LUMO energy (alpha / beta): -0.263 / -0.339 hartree.

Each line ends with the Mulliken charge.
CARTESIAN COORDINATES (ANGSTROEM)
K1 -0.68 -2.54 1.00  1.00
Na1 0.49 3.10 0.63  0.97
O1 1.23 -0.84 0.36  -0.49
O2 -1.02 0.00 -0.45  -0.37
C1 -0.88 1.69 -1.00  -0.25
C2 1.32 1.13 -1.26  -0.85
C3 1.13 0.14 -0.51  0.83
C4 -1.92 0.85 -0.91  0.02
H1 1.97 1.76 -1.86  0.37
H2 -3.01 0.86 -0.92  0.40
H3 2.11 -1.24 0.41  0.38



A cluster of 2 separate species, H4N2O2S in total, computed with wB97M-V/def2-TZVPD.

Its relative energy (zero: lowest compared OMol25 entry of this formula, charge and spin) is 247.21 kJ/mol. For the orbital gap, the calculation gives 11.34 eV. Its SMILES is N=S(=N)=O.O. As for the LUMO energy: 0.009 hartree.

Each line ends with the Mulliken charge.
CARTESIAN COORDINATES (ANGSTROEM)
S1 -1.45 -0.13 -0.10  0.80
O1 -1.52 -1.52 0.21  -0.46
O2 1.37 -0.32 0.29  -0.66
N1 -1.00 0.07 -1.53  -0.42
N2 -1.80 0.93 0.96  -0.53
H1 1.68 -0.91 0.99  0.33
H2 0.80 -0.87 -0.35  0.39
H3 -0.87 1.03 -1.72  0.26
H4 -2.18 0.53 1.73  0.30



A cluster of 3 separate species, C13H17BNO13PS3 in total, computed with wB97M-V/def2-TZVPD.

For the orbital gap, the calculation gives 7.86 eV. Its SMILES is CB(O)c1cc2c(c(P(O)(O)=S)c1)C(=O)NC2=O.O=S1(=O)OCCO1.O=S1(=O)OCCO1. As for the LUMO energy: -0.039 hartree.

Each line ends with the Mulliken charge.
CARTESIAN COORDINATES (ANGSTROEM)
S1 -2.12 -2.15 1.60  0.98
S2 3.87 -0.60 4.81  -0.37
S3 -2.24 1.09 -4.33  1.12
P1 2.27 0.22 4.09  0.66
O1 -1.28 0.23 -3.68  -0.49
O2 -3.50 -1.99 1.23  -0.58
O3 6.15 2.72 -0.81  -0.50
O4 -2.06 -2.57 3.16  -0.33
O5 -1.97 2.48 -4.61  -0.57
O6 5.69 1.71 3.40  -0.48
O7 1.66 1.54 5.01  -0.49
O8 -1.59 -3.55 0.97  -0.31
O9 1.03 -1.01 4.14  -0.47
O10 -3.64 0.99 -3.51  -0.30
O11 -0.51 0.23 -2.04  -0.25
O12 -2.74 0.37 -5.70  -0.33
O13 -1.13 -1.13 1.36  -0.41
N1 6.09 1.03 1.04  -0.40
C1 3.94 1.62 0.13  0.14
C2 -0.69 2.85 -1.42  -0.96
C3 2.72 1.67 -0.87  -0.65
C4 5.26 1.36 2.26  0.21
C5 -1.12 -4.39 2.03  -0.30
C6 -4.68 0.55 -4.39  -0.33
C7 5.51 1.93 -0.03  0.18
C8 1.12 0.79 1.28  -0.21
C9 2.39 0.76 2.28  0.78
C10 3.77 1.20 1.66  -0.02
C11 -3.98 -0.30 -5.44  -0.38
C12 -1.93 -3.99 3.26  -0.37
C13 1.29 1.26 -0.26  0.26
B1 0.01 1.35 -1.27  0.40
H1 -1.43 -4.27 4.19  0.33
H2 6.11 0.02 0.79  0.34
H3 2.88 2.00 -1.96  0.34
H4 -5.14 1.43 -4.83  0.28
H5 0.66 1.45 4.94  0.36
H6 -0.05 -4.19 2.17  0.28
H7 -4.57 -0.38 -6.36  0.32
H8 -1.83 2.79 -1.28  0.27
H9 -0.48 -0.61 -1.48  0.20
H10 -0.41 3.38 -2.39  0.27
H11 0.07 0.49 1.69  0.01
H12 0.26 -0.74 3.58  0.30
H13 -2.93 -4.43 3.23  0.31
H14 -3.75 -1.30 -5.06  0.27
H15 -1.26 -5.44 1.77  0.31
H16 -5.43 -0.01 -3.83  0.31
H17 -0.28 3.51 -0.54  0.28



An isolated molecule of C3H3BrClNO, computed with wB97M-V/def2-TZVPD.

Its relative energy (zero: lowest compared OMol25 entry of this formula, charge and spin) is 270.76 kJ/mol. For the orbital gap (alpha / beta), the calculation gives 8.48 / 8.07 eV. As for the LUMO energy (alpha / beta): -0.038 / -0.043 hartree.

Each line ends with the Mulliken charge.
CARTESIAN COORDINATES (ANGSTROEM)
Br1 -3.36 -0.23 0.16  -0.14
Cl1 1.85 1.72 0.43  -0.10
O1 -0.81 -0.87 0.30  -0.31
N1 -1.04 1.24 -0.59  -0.55
C1 -1.50 0.17 -0.14  0.66
C2 0.64 -0.76 0.32  -0.48
C3 1.09 0.47 -0.48  0.04
H1 0.93 -0.53 1.45  0.26
H2 1.03 -1.77 0.17  0.28
H3 1.17 0.55 -1.61  0.35



A cluster of 10 separate species, C35H93BF4N11O15 in total, computed with wB97M-V/def2-TZVPD.

As for the total charge: -1. For the orbital gap, the calculation gives 8.43 eV. As for the LUMO energy: 0.070 hartree.

Each line ends with the Mulliken charge.
CARTESIAN COORDINATES (ANGSTROEM)
F1 -15.25 25.22 -28.88  -0.38
F2 -13.87 26.82 -28.34  -0.38
F3 -15.54 27.11 -29.78  -0.33
F4 -16.09 26.87 -27.67  -0.40
O1 -13.84 26.78 -34.62  -0.70
O2 -18.64 22.01 -23.39  -0.37
O3 -20.42 28.84 -22.64  -0.74
O4 -19.67 28.05 -35.17  -0.30
O5 -8.91 26.32 -26.11  -0.27
O6 -4.35 30.90 -25.93  -0.30
O7 -11.74 31.09 -25.30  -0.24
O8 -13.55 18.22 -27.68  -0.36
O9 -15.99 22.47 -18.27  -0.27
O10 -11.16 23.50 -33.16  -0.70
O11 -15.46 16.62 -33.82  -0.33
O12 -11.90 27.74 -21.43  -0.18
O13 -10.82 28.10 -31.32  -0.47
O14 -17.63 23.89 -37.10  -0.32
O15 -10.42 29.72 -33.59  -0.52
N1 -13.83 28.40 -23.94  -0.33
N2 -18.30 28.41 -22.83  -0.31
N3 -14.36 18.50 -30.78  -0.13
N4 -16.04 26.44 -34.27  -0.26
N5 -12.61 22.20 -32.16  -0.26
N6 -19.87 25.49 -36.07  -0.20
N7 -11.18 21.33 -33.48  -0.36
N8 -6.17 28.74 -25.91  -0.32
N9 -19.48 28.28 -24.55  -0.37
N10 -18.52 22.66 -20.23  -0.33
N11 -15.33 26.40 -36.27  -0.40
C1 -19.52 22.58 -22.50  -0.78
C2 -11.48 27.47 -20.08  -0.88
C3 -3.09 31.57 -26.01  -0.73
C4 -14.53 17.27 -32.91  -0.44
C5 -14.99 26.52 -35.04  0.66
C6 -18.91 23.52 -21.40  -0.33
C7 -9.30 25.23 -26.97  -0.76
C8 -19.46 28.47 -23.29  0.77
C9 -4.99 30.50 -27.13  -0.55
C10 -12.65 29.29 -24.00  -0.66
C11 -14.72 15.75 -34.59  -0.80
C12 -20.13 24.36 -36.97  -0.69
C13 -7.31 28.06 -25.42  -0.65
C14 -13.60 27.26 -22.97  -0.67
C15 -18.02 23.44 -19.18  -0.53
C16 -6.39 29.89 -26.82  -0.50
C17 -12.43 18.36 -26.76  -0.76
C18 -21.14 26.15 -35.79  -0.83
C19 -17.38 22.72 -17.95  -0.65
C20 -11.08 30.28 -32.49  -0.38
C21 -18.92 23.44 -36.75  -0.66
C22 -11.61 22.39 -32.90  0.64
C23 -10.70 29.52 -31.21  -0.31
C24 -20.80 27.27 -34.73  -0.70
C25 -19.16 28.81 -34.14  -0.85
C26 -17.99 22.94 -24.33  -0.74
C27 -7.76 27.02 -26.47  -0.36
C28 -14.93 18.93 -29.51  -0.87
C29 -15.36 21.53 -17.37  -0.74
C30 -12.94 30.42 -25.04  -0.54
C31 -16.59 22.92 -36.96  -0.80
C32 -11.85 32.22 -26.21  -0.78
C33 -13.92 19.34 -28.37  -0.59
C34 -13.32 27.65 -21.50  -0.64
C35 -15.32 17.98 -31.75  -0.54
B1 -15.17 26.53 -28.66  0.50
H1 -11.89 28.20 -19.38  0.32
H2 -10.93 31.36 -32.37  0.32
H3 -13.90 17.97 -33.47  0.30
H4 -12.59 32.96 -25.89  0.31
H5 -18.92 23.15 -35.70  0.34
H6 -10.39 27.46 -20.01  0.24
H7 -14.06 28.19 -24.90  0.27
H8 -20.26 21.91 -22.05  0.39
H9 -11.76 26.48 -19.73  0.32
H10 -16.96 26.25 -34.63  0.16
H11 -18.00 21.83 -20.47  0.25
H12 -10.23 30.33 -34.32  0.28
H13 -16.53 22.71 -35.89  0.35
H14 -6.96 27.51 -24.54  0.32
H15 -18.76 28.26 -33.29  0.35
H16 -8.12 28.68 -25.05  0.38
H17 -15.49 19.85 -29.69  0.41
H18 -12.55 17.82 -25.82  0.26
H19 -13.01 23.03 -31.75  0.20
H20 -4.27 29.79 -27.53  0.32
H21 -5.18 31.34 -27.80  0.39
H22 -19.71 24.21 -21.12  0.33
H23 -15.14 22.01 -16.42  0.28
H24 -11.42 29.79 -30.44  0.31
H25 -13.05 19.83 -28.80  0.38
H26 -18.59 23.80 -24.63  0.33
H27 -19.15 22.53 -37.32  0.46
H28 -18.50 29.61 -34.49  0.25
H29 -13.66 31.10 -24.57  0.30
H30 -21.53 26.65 -36.67  0.37
H31 -17.42 23.36 -17.07  0.37
H32 -21.89 25.48 -35.39  0.45
H33 -16.98 22.01 -37.41  0.36
H34 -11.64 20.50 -33.15  0.12
H35 -13.37 30.01 -25.95  0.41
H36 -17.57 28.10 -23.45  0.13
H37 -15.45 15.19 -35.17  0.30
H38 -6.84 29.70 -27.79  0.30
H39 -12.82 26.56 -23.27  0.33
H40 -13.71 28.63 -21.19  0.35
H41 -17.72 22.37 -25.22  0.26
H42 -18.17 28.72 -21.88  0.18
H43 -5.71 29.20 -25.13  0.25
H44 -2.84 31.82 -24.98  0.23
H45 -17.44 24.29 -19.54  0.32
H46 -3.30 32.48 -26.58  0.30
H47 -11.53 17.88 -27.14  0.27
H48 -15.89 26.55 -33.28  0.16
H49 -13.56 17.91 -30.60  0.22
H50 -18.09 24.08 -21.85  0.26
H51 -7.83 27.53 -27.43  0.25
H52 -20.13 24.67 -38.02  0.37
H53 -8.75 24.38 -26.57  0.29
H54 -14.61 26.48 -36.97  0.24
H55 -9.68 29.73 -30.90  0.22
H56 -12.96 21.27 -31.94  0.11
H57 -20.38 28.42 -24.99  0.19
H58 -17.94 21.79 -17.80  0.37
H59 -21.72 27.84 -34.58  0.47
H60 -6.94 26.31 -26.58  0.26
H61 -21.08 23.90 -36.70  0.36
H62 -13.77 26.94 -20.81  0.50
H63 -14.44 26.58 -23.09  0.42
H64 -12.14 30.19 -32.71  0.24
H65 -18.68 28.00 -25.09  0.16
H66 -10.26 21.34 -33.90  0.24
H67 -15.96 17.29 -31.18  0.29
H68 -11.93 32.04 -27.28  0.28
H69 -18.89 23.89 -18.72  0.30
H70 -17.09 23.41 -23.93  0.27
H71 -15.68 18.26 -29.09  0.34
H72 -14.35 20.09 -27.71  0.43
H73 -20.01 29.33 -33.71  0.36
H74 -15.99 20.66 -17.19  0.30
H75 -14.29 14.92 -34.04  0.34
H76 -14.08 16.27 -35.31  0.30
H77 -11.86 28.60 -24.28  0.40
H78 -2.24 31.04 -26.42  0.28
H79 -20.13 23.24 -23.12  0.45
H80 -15.97 18.81 -32.03  0.31
H81 -15.65 23.29 -37.36  0.25
H82 -19.54 26.20 -36.71  0.22
H83 -20.74 26.70 -33.81  0.37
H84 -14.44 21.14 -17.81  0.25
H85 -9.03 25.45 -28.00  0.33
H86 -10.38 25.05 -26.96  0.23
H87 -11.18 27.91 -30.45  0.31
H88 -13.77 16.60 -32.51  0.33
H89 -16.10 25.79 -36.50  0.15
H90 -10.89 32.74 -26.20  0.27
H91 -12.14 19.40 -26.57  0.34
H92 -7.03 30.59 -26.28  0.32
H93 -12.52 29.68 -22.99  0.19



> Which formula does entry 1 have?

C2H4O2S



Please write out number 6 again, unchanged.
A cluster of 3 separate species, C13H17BNO13PS3 in total, computed with wB97M-V/def2-TZVPD.

For the orbital gap, the calculation gives 7.86 eV. Its SMILES is CB(O)c1cc2c(c(P(O)(O)=S)c1)C(=O)NC2=O.O=S1(=O)OCCO1.O=S1(=O)OCCO1. As for the LUMO energy: -0.039 hartree.

Each line ends with the Mulliken charge.
CARTESIAN COORDINATES (ANGSTROEM)
S1 -2.12 -2.15 1.60  0.98
S2 3.87 -0.60 4.81  -0.37
S3 -2.24 1.09 -4.33  1.12
P1 2.27 0.22 4.09  0.66
O1 -1.28 0.23 -3.68  -0.49
O2 -3.50 -1.99 1.23  -0.58
O3 6.15 2.72 -0.81  -0.50
O4 -2.06 -2.57 3.16  -0.33
O5 -1.97 2.48 -4.61  -0.57
O6 5.69 1.71 3.40  -0.48
O7 1.66 1.54 5.01  -0.49
O8 -1.59 -3.55 0.97  -0.31
O9 1.03 -1.01 4.14  -0.47
O10 -3.64 0.99 -3.51  -0.30
O11 -0.51 0.23 -2.04  -0.25
O12 -2.74 0.37 -5.70  -0.33
O13 -1.13 -1.13 1.36  -0.41
N1 6.09 1.03 1.04  -0.40
C1 3.94 1.62 0.13  0.14
C2 -0.69 2.85 -1.42  -0.96
C3 2.72 1.67 -0.87  -0.65
C4 5.26 1.36 2.26  0.21
C5 -1.12 -4.39 2.03  -0.30
C6 -4.68 0.55 -4.39  -0.33
C7 5.51 1.93 -0.03  0.18
C8 1.12 0.79 1.28  -0.21
C9 2.39 0.76 2.28  0.78
C10 3.77 1.20 1.66  -0.02
C11 -3.98 -0.30 -5.44  -0.38
C12 -1.93 -3.99 3.26  -0.37
C13 1.29 1.26 -0.26  0.26
B1 0.01 1.35 -1.27  0.40
H1 -1.43 -4.27 4.19  0.33
H2 6.11 0.02 0.79  0.34
H3 2.88 2.00 -1.96  0.34
H4 -5.14 1.43 -4.83  0.28
H5 0.66 1.45 4.94  0.36
H6 -0.05 -4.19 2.17  0.28
H7 -4.57 -0.38 -6.36  0.32
H8 -1.83 2.79 -1.28  0.27
H9 -0.48 -0.61 -1.48  0.20
H10 -0.41 3.38 -2.39  0.27
H11 0.07 0.49 1.69  0.01
H12 0.26 -0.74 3.58  0.30
H13 -2.93 -4.43 3.23  0.31
H14 -3.75 -1.30 -5.06  0.27
H15 -1.26 -5.44 1.77  0.31
H16 -5.43 -0.01 -3.83  0.31
H17 -0.28 3.51 -0.54  0.28